(1)
The following is a quantum chemistry calculation of a molecular structure, C43H64Cl3NP2PdSi, from the OMol25 dataset.

Geometry as XYZ:
```
115
Properties=species:S:1:pos:R:3:lowdin_charge:R:1
Pd -0.25 0.48 -0.03 0.364
C -1.32 2.20 2.96 -0.202
Si -0.38 0.70 2.29 0.536
C -1.32 -0.77 3.04 -0.277
C -1.50 -0.98 4.41 -0.091
C -2.36 -1.95 4.89 -0.083
C -3.08 -2.73 4.00 -0.080
C -2.92 -2.54 2.64 -0.104
C -2.03 -1.57 2.15 -0.366
P -1.71 -1.35 0.35 1.039
C -3.45 -1.55 -0.34 -0.404
C -3.90 -2.93 -0.83 -0.208
C -5.39 -2.91 -1.18 -0.197
C -5.71 -1.85 -2.23 -0.207
C -5.22 -0.48 -1.77 -0.198
C -3.73 -0.52 -1.44 -0.234
C -0.64 -2.84 0.01 -0.414
C -1.05 -4.22 0.53 -0.195
C 0.06 -5.24 0.27 -0.195
C 0.37 -5.33 -1.22 -0.203
C 0.80 -3.97 -1.74 -0.199
C -0.26 -2.90 -1.48 -0.209
C 1.38 0.85 2.98 -0.282
C 1.74 0.74 4.33 -0.084
C 3.06 0.87 4.74 -0.080
C 4.05 1.11 3.80 -0.077
C 3.72 1.23 2.47 -0.110
C 2.39 1.12 2.05 -0.363
P 1.87 1.21 0.28 0.992
C 3.17 0.12 -0.45 -0.421
C 3.13 0.10 -1.98 -0.201
C 3.71 -1.20 -2.56 -0.180
C 4.80 -1.75 -1.65 -0.198
C 4.18 -2.19 -0.31 -0.181
C 2.99 -1.30 0.08 -0.203
C 2.24 2.89 -0.40 -0.398
C 1.13 3.89 -0.05 -0.219
C 1.34 4.57 1.30 -0.202
C 2.68 5.30 1.32 -0.199
C 3.81 4.30 1.12 -0.198
C 3.64 3.51 -0.18 -0.179
H -1.25 2.23 4.05 0.030
H -2.38 2.15 2.70 0.011
H -0.91 3.14 2.57 0.006
H -0.97 -0.36 5.13 0.085
H -2.48 -2.10 5.96 0.102
H -3.78 -3.47 4.36 0.103
H -3.50 -3.14 1.95 0.095
H -4.08 -1.28 0.52 0.111
H -3.72 -3.70 -0.07 0.080
H -3.32 -3.20 -1.72 0.110
H -5.97 -2.71 -0.27 0.116
H -5.69 -3.90 -1.53 0.110
H -6.79 -1.83 -2.42 0.107
H -5.22 -2.11 -3.17 0.115
H -5.78 -0.18 -0.87 0.116
H -5.42 0.27 -2.53 0.109
H -3.39 0.47 -1.13 0.064
H -3.17 -0.80 -2.34 0.112
H 0.26 -2.54 0.57 0.099
H -1.95 -4.57 0.03 0.096
H -1.26 -4.17 1.60 0.101
H -0.25 -6.21 0.66 0.109
H 0.96 -4.95 0.82 0.117
H -0.53 -5.66 -1.75 0.115
H 1.14 -6.08 -1.41 0.108
H 1.02 -4.01 -2.81 0.113
H 1.73 -3.68 -1.23 0.088
H -1.15 -3.12 -2.07 0.110
H 0.10 -1.92 -1.79 0.060
H 0.98 0.55 5.08 0.085
H 3.31 0.77 5.79 0.102
H 5.08 1.21 4.12 0.104
H 4.50 1.42 1.75 0.099
H 4.13 0.51 -0.11 0.098
H 3.68 0.96 -2.37 0.111
H 2.09 0.21 -2.30 0.056
H 4.11 -1.01 -3.56 0.110
H 2.92 -1.94 -2.67 0.102
H 5.55 -0.98 -1.48 0.110
H 5.31 -2.60 -2.12 0.106
H 4.94 -2.15 0.48 0.108
H 3.85 -3.23 -0.37 0.098
H 2.86 -1.31 1.17 0.109
H 2.06 -1.69 -0.34 0.077
H 2.15 2.67 -1.46 0.081
H 0.17 3.38 -0.06 0.051
H 1.10 4.67 -0.82 0.123
H 1.34 3.82 2.10 0.102
H 0.52 5.26 1.50 0.099
H 2.82 5.85 2.25 0.109
H 2.70 6.04 0.51 0.114
H 3.82 3.62 1.98 0.086
H 4.78 4.81 1.10 0.112
H 4.41 2.75 -0.28 0.097
H 3.80 4.22 -1.01 0.119
C -1.55 2.26 -3.77 -0.099
C -0.27 1.94 -2.99 -0.518
C 0.92 2.01 -3.94 -0.096
C -0.40 0.58 -2.27 -0.247
H -1.46 3.19 -4.34 0.070
H -2.40 2.35 -3.10 0.048
H -1.76 1.45 -4.48 0.080
H -0.16 2.75 -2.25 0.083
H 0.88 1.17 -4.65 0.084
H 1.88 1.95 -3.42 0.035
H 0.92 2.94 -4.52 0.074
H 0.09 -0.21 -2.84 0.015
H -1.46 0.34 -2.24 -0.029
Cl -4.51 4.67 -1.50 0.636
C -3.68 4.45 0.03 -1.638
Cl -4.80 4.17 1.35 0.646
Cl -2.65 5.84 0.36 0.639
C -2.80 3.28 -0.09 -0.361
N -2.12 2.36 -0.19 0.222
```

- Frontier orbital gap: 0.254 hartree
- Lowest unoccupied orbital energy: 0.31 eV
- Total charge: 0
- Highest occupied orbital energy: -6.6 eV

=====

(2)
The following is a quantum chemistry calculation of a molecular structure, H6NaO4, from the OMol25 dataset.

Geometry as XYZ:
```
11
Properties=species:S:1:pos:R:3:lowdin_charge:R:1
Na -0.05 0.63 -0.06 0.380
O 1.65 1.91 1.02 -0.606
H 1.16 2.72 0.77 -0.157
O -1.72 1.35 -1.48 -0.578
H -2.08 0.99 -0.65 -0.181
O -1.26 -0.95 1.41 -0.024
H -1.11 -1.10 2.34 0.051
H -1.20 -1.81 1.00 0.048
O 1.20 -1.07 -1.34 -0.028
H 1.81 -0.82 -2.05 0.054
H 1.59 -1.85 -0.96 0.041
```

- Frontier orbital gap: 0.199 hartree
- ΔE to the lowest compared entry with this formula, charge and spin: 0.000 eV
- Lowest unoccupied orbital energy: 2.23 eV
- Total charge: -1
- Highest occupied orbital energy: -3.2 eV

=====

(3)
The following is a quantum chemistry calculation of C2H4NPS in the gas phase, from the OMol25 dataset.

Geometry as XYZ:
```
9
Properties=species:S:1:pos:R:3:lowdin_charge:R:1
S 2.34 0.19 3.37 -0.284
P 0.08 -0.79 2.86 0.717
N 0.12 -0.59 1.24 -0.519
C 0.64 0.34 0.28 -0.143
C -0.71 -0.23 0.22 -0.218
H 1.22 -0.21 -0.39 0.093
H 0.90 1.41 0.48 0.134
H -1.62 0.30 0.62 0.132
H -0.86 -0.80 -0.62 0.089
```

- Frontier orbital gap (spin up / spin down): 0.242 / 0.242 hartree
- ΔE to the lowest compared entry with this formula, charge and spin: 3.442 eV
- Lowest unoccupied orbital energy (spin up / spin down): -1.55 / -1.55 eV
- Total charge: 0
- Highest occupied orbital energy (spin up / spin down): -8.1 / -8.1 eV

=====

(4)
The following is a quantum chemistry calculation of CHClN2O3S in the gas phase, from the OMol25 dataset.

Geometry as XYZ:
```
9
Properties=species:S:1:pos:R:3:lowdin_charge:R:1
O 2.22 1.09 -0.42 0.107
C 1.60 0.18 0.03 -0.415
N 0.80 0.11 1.13 0.051
N -0.38 -0.03 1.29 -0.039
S -1.27 0.09 -0.22 0.324
O -0.31 0.03 -1.28 -0.318
O -2.27 1.10 -0.19 -0.296
Cl -2.19 -1.70 -0.12 0.426
H 1.82 -0.89 -0.21 0.161
```

- Frontier orbital gap: 0.334 hartree
- ΔE to the lowest compared entry with this formula, charge and spin: 2.958 eV
- Lowest unoccupied orbital energy: -1.45 eV
- Total charge: 0
- Highest occupied orbital energy: -10.5 eV

=====

(5)
The following is a quantum chemistry calculation of 2 unconnected molecules or ions with the total composition C13H23BFN2O4, from the OMol25 dataset.

Geometry as XYZ:
```
44
Properties=species:S:1:pos:R:3:lowdin_charge:R:1
C -1.34 1.79 -0.60 -0.024
C -0.21 0.93 -0.01 -0.470
C 0.46 0.25 -1.20 -0.020
C 0.74 1.85 0.72 -0.015
C 1.77 1.14 1.56 -0.445
F 2.78 0.66 0.71 0.059
O 2.36 2.11 2.40 0.155
B 3.45 1.70 3.17 -0.807
O 3.21 1.43 4.49 0.206
O 4.73 1.63 2.71 0.195
C 1.22 -0.02 2.37 -0.008
C 0.11 -0.86 1.71 -0.460
C 0.70 -2.02 0.90 -0.017
C -0.68 -1.53 2.85 -0.030
N -0.83 -0.04 0.92 -0.101
O -1.81 0.44 1.59 0.003
H -1.68 2.52 0.12 0.081
H -0.95 2.33 -1.45 0.082
H -2.15 1.15 -0.91 0.075
H 1.43 -0.15 -0.97 0.063
H 0.62 1.03 -1.94 0.085
H -0.18 -0.49 -1.65 0.083
H 1.21 2.55 0.05 0.148
H 0.15 2.45 1.41 0.141
H 2.36 1.82 4.75 0.122
H 4.98 0.69 2.63 0.124
H 2.01 -0.70 2.65 0.142
H 0.84 0.41 3.28 0.132
H 1.33 -2.59 1.56 0.086
H 1.32 -1.69 0.08 0.063
H -0.11 -2.66 0.58 0.095
H -0.05 -2.29 3.28 0.088
H -0.88 -0.82 3.63 0.078
H -1.60 -1.95 2.49 0.090
N -2.63 -0.92 -3.27 0.003
C -1.99 -0.09 -4.15 -0.149
C -2.08 -0.65 -5.40 -0.110
C -2.80 -1.87 -5.26 -0.112
C -3.13 -2.01 -3.94 -0.140
H -2.72 -0.76 -2.28 0.128
H -1.54 0.82 -3.82 0.099
H -1.68 -0.24 -6.30 0.090
H -3.06 -2.56 -6.05 0.089
H -3.67 -2.78 -3.42 0.104
```

- Frontier orbital gap (spin up / spin down): 0.321 / 0.308 hartree
- Lowest unoccupied orbital energy (spin up / spin down): 0.35 / -0.01 eV
- Total charge: 0
- Spin multiplicity: 2
- <S²>: 0.754
- Highest occupied orbital energy (spin up / spin down): -8.4 / -8.4 eV

=====

(6)
The following is a quantum chemistry calculation of a molecular structure, C17H21MnN3O2, from the OMol25 dataset.

Geometry as XYZ:
```
44
Properties=species:S:1:pos:R:3:lowdin_charge:R:1
C 4.05 0.75 0.90 -0.188
C 3.90 0.99 -0.55 -0.200
H 4.39 1.55 1.55 0.068
H 4.61 -0.19 1.12 0.079
H 3.04 0.42 1.22 0.032
H 2.88 0.57 -0.82 0.026
H 3.84 2.04 -0.82 0.067
H 4.56 0.45 -1.26 0.074
C -0.30 -1.37 2.41 -0.075
C -1.25 -1.85 3.29 -0.037
C -2.53 -2.13 2.84 -0.042
C -2.82 -1.95 1.49 -0.001
H 0.69 -1.05 2.71 0.120
H -0.93 -2.00 4.34 0.121
H -3.33 -2.47 3.52 0.118
H -3.78 -2.15 1.05 0.107
N -0.57 -1.25 1.09 -0.016
C -1.83 -1.50 0.61 -0.163
C -1.97 -1.28 -0.83 -0.161
N -0.82 -0.83 -1.43 -0.055
C -0.71 -0.54 -2.74 -0.087
C -2.97 -1.25 -3.02 -0.043
C -1.79 -0.77 -3.59 -0.024
H 0.25 -0.12 -3.02 0.121
H -1.63 -0.57 -4.65 0.119
C -3.08 -1.50 -1.65 0.001
H -3.97 -1.88 -1.15 0.113
H -3.85 -1.44 -3.65 0.117
Mn 0.62 -0.72 -0.30 0.752
C 1.78 -2.15 -0.87 -0.264
H 1.42 -2.38 -1.89 -0.021
H 1.61 -2.99 -0.18 -0.021
H 2.82 -1.81 -0.86 -0.027
O 0.81 1.49 2.44 0.022
C 0.30 1.96 1.43 -0.495
C -0.41 3.26 1.34 -0.118
C -0.56 3.53 -0.12 -0.104
C 0.00 2.28 -0.82 -0.475
O 0.18 2.17 -2.04 0.011
N 0.33 1.37 0.17 0.061
H -1.39 3.14 1.79 0.122
H 0.07 4.11 1.81 0.118
H -1.63 3.63 -0.40 0.122
H -0.03 4.44 -0.46 0.124
```

- Frontier orbital gap (spin up / spin down): 0.209 / 0.271 hartree
- ΔE to the lowest compared entry with this formula, charge and spin: 0.000 eV
- Lowest unoccupied orbital energy (spin up / spin down): -0.84 / -1.06 eV
- Total charge: 0
- Spin multiplicity: 6
- <S²>: 8.783
- Highest occupied orbital energy (spin up / spin down): -6.5 / -8.4 eV